# C18H19N9O5SZn

A molecular structure, C18H19N9O5SZn (ωB97M-V/def2-TZVPD, the Open Molecules 2025 dataset).

ORCA input file:
```
! wB97M-V def2-TZVPD RIJCOSX def2/J DEFGRID3
* xyz -2 1
Zn -0.21 0.36 0.31
N 2.80 -0.24 3.60
C 1.98 0.28 2.60
S 0.33 0.43 2.92
N 2.64 0.65 1.51
N 1.87 0.93 0.46
C 2.37 1.56 -0.53
C 1.59 1.72 -1.74
C 2.04 2.52 -2.79
C 1.26 2.66 -3.91
C 0.06 1.95 -3.99
C -0.29 1.14 -2.92
N 0.44 1.03 -1.82
H 2.27 -0.77 4.27
H 3.63 -0.70 3.24
H 3.37 1.99 -0.48
H 2.97 3.06 -2.67
H 1.57 3.31 -4.72
H -0.58 2.03 -4.86
H -1.20 0.56 -2.95
O 0.22 3.96 -0.35
C -0.76 3.47 0.22
O -1.00 2.28 0.57
H -1.59 4.18 0.50
C -4.99 -1.44 -2.16
C -5.44 -0.15 -1.47
C -4.70 0.10 -0.15
C -5.16 1.45 0.46
C -4.41 1.85 1.73
C -5.06 -1.00 0.82
O -6.22 -1.34 1.02
N -4.02 -1.57 1.46
C -2.63 -1.23 1.34
O -1.89 -1.81 2.11
N -2.28 -0.32 0.41
C -3.19 0.24 -0.42
O -2.87 0.94 -1.38
H -5.53 -1.59 -3.09
H -5.16 -2.31 -1.52
H -3.92 -1.40 -2.39
H -6.51 -0.20 -1.26
H -5.24 0.70 -2.12
H -6.24 1.37 0.66
H -5.01 2.21 -0.31
H -4.54 1.10 2.51
H -4.80 2.80 2.10
H -3.35 1.97 1.53
H -4.21 -2.31 2.11
N -0.52 -5.90 1.37
C -0.28 -4.95 0.74
N 0.02 -3.99 -0.07
C 0.17 -2.72 -0.01
N 0.37 -1.57 -0.08
*
```

energy	-3744.08252	hartree
frontier orbital gap	6.717	eV